48
Properties=species:S:1:pos:R:3 method="wB97M-V/def2-TZVPD" multiplicity=1 smiles="Cc1ccc(S(=O)(=O)N2CCN(C(=O)CSc3ccc(F)cc3)CC2)cc1" energy_ev=-53554.651
C 4.45 0.32 6.19
C 3.77 -0.22 4.96
C 4.17 0.19 3.70
C 3.56 -0.33 2.56
C 2.55 -1.26 2.71
C 2.14 -1.68 3.96
C 2.75 -1.16 5.08
H 2.44 -1.48 6.06
H 1.35 -2.41 4.03
S 1.73 -1.93 1.27
O 1.61 -3.35 1.40
O 2.35 -1.40 0.09
N 0.18 -1.28 1.50
C 0.09 0.12 1.16
H 1.01 0.61 1.50
C -0.10 0.34 -0.35
N -1.23 -0.43 -0.80
C -2.42 0.03 -1.22
O -3.36 -0.72 -1.47
C -2.58 1.53 -1.39
H -3.62 1.74 -1.66
H -2.34 2.06 -0.47
S -1.50 2.25 -2.67
C -2.32 1.88 -4.20
C -1.91 2.62 -5.30
C -2.48 2.40 -6.54
C -3.47 1.44 -6.65
C -3.88 0.69 -5.57
C -3.30 0.91 -4.33
H -3.62 0.31 -3.49
H -4.65 -0.06 -5.69
F -4.04 1.22 -7.86
H -2.17 2.97 -7.40
H -1.14 3.37 -5.18
C -1.06 -1.85 -0.54
H -1.95 -2.37 -0.92
C -0.90 -2.07 0.96
H -0.67 -3.12 1.17
H -1.82 -1.79 1.49
H -0.17 -2.21 -1.06
H -0.22 1.40 -0.57
H 0.80 -0.03 -0.86
H -0.76 0.54 1.71
H 3.86 -0.03 1.57
H 4.97 0.91 3.59
H 5.23 -0.37 6.51
H 4.91 1.28 5.99
H 3.74 0.43 7.00


44
Properties=species:S:1:pos:R:3 method="wB97M-V/def2-TZVPD" multiplicity=5 s2=6.046 energy_ev=-65508.572
C 0.68 0.67 2.48
C 0.67 -0.81 2.52
H 1.45 1.22 1.92
H 0.44 1.24 3.35
H -0.12 1.02 1.79
H 0.77 -1.07 1.46
H 1.43 -1.39 3.00
H -0.25 -1.42 2.58
C -0.11 2.72 -1.72
C 0.09 3.55 -2.81
C 0.01 2.96 -4.09
C -0.21 1.59 -4.27
H 0.01 3.06 -0.68
H 0.31 4.61 -2.63
H 0.17 3.61 -4.94
H -0.19 1.10 -5.24
N -0.46 1.41 -1.93
C -0.47 0.77 -3.17
C -0.59 -0.71 -3.15
N -0.62 -1.33 -1.91
C -0.57 -2.68 -1.69
C -0.61 -2.97 -4.05
C -0.61 -3.54 -2.77
H -0.51 -3.05 -0.64
H -0.63 -4.61 -2.58
C -0.55 -1.58 -4.24
H -0.50 -1.11 -5.21
H -0.65 -3.63 -4.89
Fe -0.34 0.06 -0.83
I 2.19 -0.04 -0.91
C -2.27 0.04 0.23
C -3.03 0.34 1.46
C -4.40 0.69 1.32
C -5.25 0.88 2.40
C -4.74 0.73 3.71
C -3.39 0.41 3.91
C -2.55 0.25 2.80
H -2.66 0.72 -0.54
H -2.49 -1.00 -0.06
H -4.77 0.78 0.30
H -6.31 1.15 2.24
H -5.40 0.88 4.58
H -2.97 0.29 4.94
H -1.50 0.02 2.99


46
Properties=species:S:1:pos:R:3 method="wB97M-V/def2-TZVPD" multiplicity=1 smiles="O=C(CN1CC=C(c2ccccc2)CC1)NC(=O)NCc1ccco1" energy_ev=-30657.144
O -1.40 2.78 -1.27
C -1.22 1.76 -0.63
N -0.19 1.55 0.23
C 0.90 2.39 0.55
O 1.73 2.00 1.33
N 0.90 3.57 -0.09
H 0.13 3.78 -0.71
C 1.90 4.58 0.17
C 1.26 5.86 0.60
C 1.02 7.02 -0.07
C 0.35 7.88 0.83
C 0.22 7.17 1.98
O 0.77 5.96 1.86
H -0.22 7.42 2.93
H 0.00 8.87 0.64
H 1.29 7.24 -1.09
H 2.50 4.77 -0.73
H 2.54 4.19 0.97
H -0.18 0.64 0.68
C -2.18 0.58 -0.68
N -1.50 -0.66 -0.36
C -2.41 -1.71 0.05
C -1.72 -3.02 0.22
C -0.48 -3.27 -0.20
C 0.17 -4.57 -0.03
C -0.57 -5.75 -0.13
C 0.04 -6.98 0.02
C 1.40 -7.06 0.28
C 2.15 -5.90 0.37
C 1.54 -4.67 0.21
H 2.13 -3.77 0.30
H 3.21 -5.95 0.57
H 1.88 -8.02 0.39
H -0.54 -7.89 -0.06
H -1.62 -5.71 -0.34
C 0.31 -2.17 -0.88
C -0.64 -1.12 -1.44
H -1.23 -1.55 -2.26
H -0.08 -0.27 -1.83
H 0.98 -1.70 -0.16
H 0.92 -2.59 -1.68
H -2.30 -3.78 0.72
H -3.24 -1.84 -0.67
H -2.87 -1.41 1.01
H -2.67 0.57 -1.67
H -2.96 0.77 0.07


47
Properties=species:S:1:pos:R:3 method="wB97M-V/def2-TZVPD" multiplicity=5 s2=6.089 charge=+2 energy_ev=-34119.033
Pd 0.23 -0.59 -0.15
O -0.40 -1.44 1.72
C -0.24 -1.11 2.91
C -0.45 -2.09 3.94
C -0.24 -1.79 5.26
C 0.15 -0.49 5.63
C 0.31 0.50 4.67
C 0.12 0.24 3.32
C 0.21 1.35 2.38
N 0.06 1.26 1.12
C 0.12 2.45 0.29
C 1.19 2.29 -0.78
N 1.02 1.04 -1.50
C 1.79 0.78 -2.49
C 1.78 -0.43 -3.28
C 2.64 -0.52 -4.36
C 2.62 -1.63 -5.21
C 1.69 -2.67 -5.00
C 0.82 -2.62 -3.96
C 0.87 -1.54 -3.01
O 0.11 -1.57 -2.01
H -0.75 -3.08 3.63
H -0.39 -2.55 6.02
H 0.32 -0.26 6.67
H 0.56 1.51 4.98
H 0.39 2.33 2.83
H 0.32 3.35 0.87
H -0.85 2.55 -0.20
H 2.18 2.30 -0.31
H 1.14 3.14 -1.47
H 2.52 1.53 -2.81
H 3.32 0.29 -4.56
H 3.30 -1.68 -6.05
H 1.67 -3.51 -5.69
H 0.10 -3.41 -3.78
C 5.20 -1.90 2.24
N 4.31 -1.90 1.09
C 4.71 -2.70 -0.05
C 3.21 -1.17 1.06
O 2.45 -1.08 0.08
H 6.22 -1.71 1.91
H 5.18 -2.87 2.74
H 4.91 -1.13 2.95
H 4.97 -3.71 0.28
H 5.59 -2.26 -0.53
H 3.90 -2.75 -0.77
H 3.00 -0.62 1.99


50
Properties=species:S:1:pos:R:3 method="wB97M-V/def2-TZVPD" multiplicity=1 charge=+1 energy_ev=-53549.682
Pd -0.17 -0.11 -0.11
C 3.60 -1.26 0.89
C 3.15 -1.19 -0.53
C 3.63 -2.05 -1.51
C 3.06 -2.06 -2.77
C 2.02 -1.19 -3.05
C 1.64 -0.30 -2.05
N 2.19 -0.30 -0.82
Sb 0.44 1.44 -2.74
C 0.73 2.42 -0.85
C 1.25 3.69 -0.72
C 1.50 4.20 0.55
C 1.24 3.42 1.66
C 0.73 2.13 1.50
C 0.45 1.21 2.64
N 0.47 1.69 0.26
C -1.54 0.78 -2.21
C -2.43 0.33 -3.17
C -3.70 -0.04 -2.76
C -4.07 0.10 -1.44
C -3.13 0.52 -0.51
C -3.46 0.64 0.94
N -1.88 0.86 -0.89
H 4.61 -1.64 0.97
H 2.93 -1.93 1.43
H 3.54 -0.27 1.35
H 4.44 -2.73 -1.27
H 3.42 -2.75 -3.52
H 1.53 -1.20 -4.02
H 1.48 4.28 -1.61
H 1.91 5.19 0.67
H 1.43 3.79 2.65
H 0.86 1.60 3.56
H 0.87 0.22 2.45
H -0.63 1.09 2.77
H -2.13 0.26 -4.20
H -4.41 -0.42 -3.49
H -5.07 -0.14 -1.11
H -4.45 1.06 1.08
H -2.73 1.27 1.45
H -3.44 -0.35 1.40
O -1.37 -3.93 0.77
S -0.89 -2.60 0.65
O -1.41 -1.82 -0.52
O -1.48 -1.74 1.87
O 0.55 -2.37 0.69
C -1.34 -2.34 3.17
H -1.79 -3.34 3.18
H -1.87 -1.69 3.86
H -0.28 -2.41 3.44